No. 1
{
  "formula": "C19H26N2S3SiW",
  "method": "ωB97M-V/def2-TZVPD",
  "fmax_ev_per_a": 0.48,
  "relative_energy_ev": 0.000,
  "species": ["W", "S", "C", "C", "N", "C", "S", "C", "N", "C", "Si", "C", "C", "C", "C", "C", "C", "C", "C", "H", "H", "H", "H", "H", "H", "H", "H", "H", "H", "H", "H", "H", "H", "H", "H", "H", "H", "H", "H", "H", "S", "C", "C", "C", "C", "C", "C", "H", "H", "H", "H", "H"],
  "xyz": [[1.34593, -0.85007, 0.53320], [3.06256, 0.58454, 0.65221], [3.91966, 0.53436, -0.89107], [5.04156, 1.40591, -1.03526], [5.93007, 2.12988, -1.12381], [3.48549, -0.28305, -1.86495], [2.09583, -1.32528, -1.58424], [4.11966, -0.37423, -3.14313], [4.62173, -0.47326, -4.17226], [0.08293, 2.34533, 1.86754], [-0.26190, 1.18218, 0.43139], [-0.22567, 2.18588, -1.19973], [-1.10643, 3.43244, -1.00761], [-0.72982, 1.39345, -2.40898], [1.20053, 2.65803, -1.50178], [-1.90815, 0.24371, 0.71957], [-1.74813, -1.06587, -0.06220], [-2.00414, -0.07358, 2.21609], [-3.20024, 0.93856, 0.29241], [-0.76660, 3.01257, 2.03629], [0.96294, 2.95870, 1.66715], [0.26660, 1.79164, 2.78933], [-2.14434, 3.18513, -0.78251], [-1.10148, 4.02291, -1.92965], [-0.72821, 4.07352, -0.20891], [-1.77702, 1.10277, -2.31192], [-0.13612, 0.49186, -2.57894], [-0.64761, 2.01158, -3.30907], [1.66274, 3.16755, -0.65307], [1.18109, 3.36302, -2.33927], [1.84165, 1.82477, -1.78920], [-0.88949, -1.66399, 0.30793], [-1.61021, -0.91113, -1.13314], [-2.59938, -1.74098, 0.08413], [-1.07676, -0.50179, 2.60878], [-2.80909, -0.79314, 2.40354], [-2.21672, 0.82648, 2.79567], [-3.23528, 1.13757, -0.77872], [-3.33691, 1.88654, 0.81696], [-4.05972, 0.30357, 0.53694], [1.82269, -1.64604, 2.68752], [0.77341, -2.84379, 1.94584], [1.17393, -3.37592, 0.70529], [0.29408, -4.21626, -0.01969], [-0.92626, -4.54178, 0.49989], [-1.31146, -4.04366, 1.76458], [-0.50081, -3.19463, 2.46295], [2.21774, -3.32979, 0.41512], [0.61676, -4.61713, -0.97167], [-1.59231, -5.19775, -0.04432], [-2.26790, -4.33317, 2.18122], [-0.80140, -2.79814, 3.42357]],
  "forces_ev_per_angstrom": [[0.1, -0.4, 0.2], [0.1, 0.1, 0.0], [0.0, 0.0, 0.0], [0.0, 0.0, 0.0], [0.0, 0.0, 0.0], [0.0, 0.0, -0.1], [-0.1, 0.0, -0.1], [0.0, 0.0, 0.1], [0.0, 0.0, 0.0], [0.0, 0.0, 0.0], [-0.1, 0.2, 0.0], [0.0, 0.0, 0.0], [0.0, 0.0, 0.0], [0.0, 0.0, 0.0], [0.0, 0.0, 0.0], [0.0, 0.0, 0.0], [0.1, -0.1, 0.0], [0.0, 0.0, 0.0], [0.0, 0.0, 0.0], [0.0, 0.0, 0.0], [0.0, 0.0, 0.0], [0.0, 0.0, 0.0], [0.0, 0.0, 0.0], [0.0, 0.0, 0.0], [0.0, 0.0, 0.0], [0.0, 0.0, 0.0], [0.0, 0.0, 0.0], [0.0, 0.0, 0.0], [0.0, 0.0, 0.0], [0.0, 0.0, 0.0], [0.0, 0.0, 0.0], [0.0, 0.0, -0.1], [0.0, 0.0, 0.0], [0.0, 0.0, 0.0], [0.0, 0.0, 0.0], [0.0, 0.0, 0.0], [0.0, 0.0, 0.0], [0.0, 0.0, 0.0], [0.0, 0.0, 0.0], [0.0, 0.0, 0.0], [0.0, 0.1, -0.1], [0.0, 0.0, 0.0], [0.0, 0.0, 0.0], [0.0, 0.0, 0.0], [0.0, 0.0, 0.0], [0.0, 0.0, 0.0], [0.0, 0.0, 0.0], [0.0, 0.0, 0.0], [0.0, 0.0, 0.0], [0.0, 0.0, 0.0], [0.0, 0.0, 0.0], [0.0, 0.0, 0.0]]
}

---

No. 2
{
  "formula": "C19H26N4O3",
  "method": "ωB97M-V/def2-TZVPD",
  "smiles": "CCCCn1c(N)c(N(CC)C(=O)c2cc(C)cc(C)c2)c(=O)[nH]c1=O",
  "fmax_ev_per_a": 0.70,
  "relative_energy_ev": 0.003,
  "species": ["C", "C", "C", "C", "N", "C", "C", "C", "O", "N", "C", "O", "H", "N", "C", "O", "C", "C", "C", "C", "C", "C", "H", "C", "H", "H", "H", "H", "C", "H", "H", "H", "H", "C", "C", "H", "H", "H", "H", "H", "N", "H", "H", "H", "H", "H", "H", "H", "H", "H", "H", "H"],
  "xyz": [[2.82718, 3.35727, 3.56506], [1.54733, 2.88721, 2.88606], [1.66972, 2.94357, 1.36437], [0.35624, 2.57621, 0.67108], [-0.08403, 1.22557, 0.98495], [0.54106, 0.12161, 0.46428], [0.12506, -1.15079, 0.78669], [-0.94766, -1.36129, 1.72185], [-1.40812, -2.41967, 2.09399], [-1.48676, -0.16536, 2.20503], [-1.15535, 1.11161, 1.86331], [-1.74826, 2.07481, 2.29103], [-2.26623, -0.25915, 2.84716], [0.72690, -2.26288, 0.14316], [0.55593, -2.49021, -1.18969], [1.18794, -3.33427, -1.79456], [-0.42266, -1.57005, -1.85141], [-1.73654, -1.49690, -1.40770], [-2.62793, -0.61358, -1.99846], [-2.18513, 0.18640, -3.04473], [-0.88569, 0.10045, -3.52574], [-0.00746, -0.78816, -2.92081], [1.00714, -0.88114, -3.28277], [-0.44973, 0.94471, -4.68530], [0.63418, 0.96573, -4.76948], [-0.81873, 1.96379, -4.58339], [-0.85285, 0.53663, -5.61191], [-2.87275, 0.88320, -3.50381], [-4.03426, -0.49695, -1.49608], [-4.29725, -1.35354, -0.88114], [-4.73639, -0.42620, -2.32420], [-4.13941, 0.40388, -0.89020], [-2.06568, -2.13813, -0.60366], [1.58193, -3.16169, 0.90848], [0.87611, -4.47215, 1.23406], [-0.04441, -4.27281, 1.77566], [0.63945, -4.99741, 0.31266], [1.52325, -5.09955, 1.84111], [1.87539, -2.64195, 1.82268], [2.47206, -3.36462, 0.30377], [1.61928, 0.32135, -0.34697], [1.66112, 1.16281, -0.89597], [1.96332, -0.50746, -0.80661], [0.43224, 2.69535, -0.41430], [-0.43853, 3.23384, 1.03206], [1.93544, 3.95776, 1.05994], [2.46928, 2.27319, 1.04411], [1.33041, 1.86237, 3.19508], [0.71045, 3.51085, 3.20481], [3.66926, 2.73591, 3.26756], [2.72602, 3.30282, 4.64571], [3.04810, 4.38700, 3.29315]],
  "forces_ev_per_angstrom": [[-0.2, -0.1, 0.0], [0.2, 0.1, -0.1], [-0.3, -0.1, 0.2], [0.3, 0.5, 0.0], [0.0, 0.0, -0.2], [0.1, -0.6, 0.3], [0.2, 0.1, 0.0], [0.3, 0.5, -0.2], [-0.1, -0.2, 0.0], [-0.3, -0.2, 0.3], [-0.1, -0.1, -0.1], [-0.2, 0.2, 0.2], [0.1, 0.0, -0.1], [-0.1, 0.3, 0.4], [-0.1, 0.1, -0.1], [0.1, -0.1, -0.1], [-0.2, 0.0, -0.4], [0.0, 0.0, -0.2], [0.0, -0.1, 0.0], [0.1, -0.1, 0.0], [0.0, 0.1, 0.1], [-0.1, -0.2, 0.1], [0.1, 0.0, -0.1], [0.0, 0.0, 0.0], [0.1, 0.0, 0.0], [0.0, 0.1, 0.0], [0.0, 0.0, -0.1], [-0.1, 0.1, -0.1], [0.0, 0.0, 0.0], [-0.1, 0.0, 0.0], [-0.1, 0.0, 0.0], [-0.1, 0.0, 0.0], [0.0, -0.1, 0.2], [0.2, -0.4, 0.0], [0.0, 0.1, 0.0], [0.0, 0.0, 0.0], [0.0, -0.1, -0.1], [0.1, -0.1, 0.0], [0.0, 0.0, -0.1], [0.0, 0.1, 0.1], [-0.1, 0.1, 0.1], [0.0, 0.0, 0.0], [0.0, 0.1, 0.0], [-0.1, 0.0, 0.0], [0.1, -0.1, -0.2], [0.0, 0.0, -0.1], [0.1, 0.1, 0.0], [-0.1, 0.0, 0.0], [-0.1, -0.1, 0.0], [0.1, 0.0, 0.0], [0.1, 0.0, 0.1], [0.1, 0.1, 0.0]]
}